[1]
Molecular formula: C43H53BaN7O4P
Method: DFT, ωB97M-V/def2-TZVPD

Values from the calculation:
Total charge: -1

```
109
Properties=species:S:1:pos:R:3:mulliken_charge:R:1
Ba 0.11480 0.48410 0.13401 1.771
C 4.37959 1.50690 0.59107 -1.077
C 3.35851 2.20429 1.50185 -0.009
C 2.38225 3.19296 0.82055 -1.843
N 0.99523 2.89585 1.15817 -0.334
C 0.48362 3.38514 2.24210 0.704
C 1.24762 4.12936 3.21554 -0.751
C 0.87487 5.04267 4.16465 -0.438
C -0.38091 5.52782 4.52650 -0.691
C -1.56074 4.98550 4.05226 -0.584
C -1.81839 3.89917 3.24514 -0.659
C -0.96156 2.98430 2.55430 0.684
N -1.31887 1.82971 2.09015 0.882
C -2.55760 1.18883 2.47976 -0.772
C -2.26131 -0.16311 3.16616 -1.099
C -1.68061 -1.28439 2.28139 -1.644
N -0.25610 -1.17485 1.98863 1.153
C 0.65457 -1.73236 2.72244 -0.175
C 0.37387 -2.35592 3.97211 -0.903
C 1.13182 -3.16561 4.78509 -0.503
C 2.41308 -3.67440 4.64840 -0.787
C 3.25838 -3.39151 3.58288 -0.691
C 3.11918 -2.55125 2.50426 -0.894
C 2.06496 -1.67487 2.09496 0.725
N 2.17267 -0.84203 1.10015 1.318
C 3.37384 -0.83229 0.27458 -0.676
C 4.53446 0.00368 0.83117 -1.016
H 5.35932 1.98739 0.70387 0.444
H 4.10529 1.65861 -0.45761 0.396
H 3.89446 2.72505 2.30381 0.503
H 2.76228 1.44033 2.00591 0.226
H 2.49199 3.12663 -0.26426 0.575
H 2.62772 4.22707 1.10296 0.453
H 2.31112 3.95860 3.14868 0.149
H 1.71821 5.47535 4.70289 0.325
H -0.43621 6.33836 5.24065 0.311
H -2.47204 5.46680 4.41695 0.290
H -2.87040 3.66980 3.13346 0.147
H -3.18118 0.99568 1.59926 -0.016
H -3.16779 1.79565 3.16274 0.455
H -3.20603 -0.52711 3.58745 0.449
H -1.58145 0.01869 4.00145 0.469
H -2.21656 -1.26293 1.32841 0.244
H -1.88421 -2.26853 2.72560 0.652
H -0.62252 -2.15778 4.34582 0.241
H 0.61001 -3.47791 5.68935 0.290
H 2.77742 -4.33997 5.42162 0.298
H 4.22072 -3.90268 3.60790 0.299
H 3.98790 -2.51358 1.86037 0.408
H 3.10769 -0.40018 -0.69247 -0.130
H 3.69044 -1.85784 0.05412 0.469
H 5.44911 -0.33818 0.33571 0.529
H 4.66529 -0.19788 1.89732 0.335
C -4.08644 4.40957 0.78676 -0.731
C -2.83685 4.24490 0.15599 -0.470
N -2.57876 3.29230 -0.70420 0.070
C -3.57190 2.41563 -0.97316 -0.270
C -4.83245 2.46343 -0.37533 1.373
C -5.08072 3.50813 0.53165 -0.767
C -5.82936 1.48839 -0.73776 -1.031
C -5.59173 0.56663 -1.68970 -1.044
C -4.32817 0.52476 -2.37736 1.524
C -4.05865 -0.34348 -3.44636 -1.040
C -2.85013 -0.27801 -4.07721 -0.536
C -1.89379 0.63484 -3.60167 -0.517
N -2.10811 1.43241 -2.58909 -0.072
C -3.31451 1.40981 -1.99489 -0.271
H -4.21889 5.22639 1.47907 0.429
H -2.03081 4.93329 0.38321 0.541
H -6.04540 3.59596 1.01556 0.402
H -6.79078 1.52663 -0.24115 0.388
H -6.35987 -0.14302 -1.96875 0.397
H -4.81125 -1.05397 -3.76764 0.375
H -2.59516 -0.93671 -4.89099 0.463
H -0.91184 0.67737 -4.03640 0.473
N 0.11176 3.16715 -2.72584 0.283
C 1.10475 3.51640 -3.20789 -0.315
H -0.77910 2.84559 -2.32754 0.285
C -0.32511 -3.99276 -0.00150 -1.468
C 0.63938 -3.99874 -1.17156 1.923
C 1.93742 -4.69499 -0.79353 -1.589
C 0.01785 -4.63517 -2.39619 -1.578
O 1.05401 -2.63826 -1.46777 0.527
P 0.16693 -1.54576 -2.21130 0.040
O -1.22794 -1.53089 -1.66169 -1.018
O 0.92706 -0.24127 -2.06421 -0.998
O 0.16332 -1.95805 -3.76646 -0.100
C 1.30698 -1.79001 -4.66681 1.833
C 1.34790 -0.36092 -5.17341 -1.611
C 2.61861 -2.16925 -4.00951 -1.395
C 0.99221 -2.75186 -5.80245 -1.732
H -0.61768 -5.02591 0.20617 0.537
H -1.21102 -3.41246 -0.22105 0.126
H 0.14730 -3.58868 0.88507 0.190
H 1.74961 -5.74040 -0.54964 0.396
H 2.38207 -4.21906 0.07785 0.190
H 2.65088 -4.65428 -1.61530 0.331
H -0.23871 -5.66776 -2.14434 0.586
H 0.71062 -4.64755 -3.23806 0.174
H -0.89007 -4.12909 -2.71014 0.234
H 1.49262 0.34767 -4.36495 0.131
H 0.42583 -0.11949 -5.70244 0.317
H 2.16906 -0.25175 -5.88356 0.552
H 2.85455 -1.53935 -3.16165 0.082
H 3.41210 -2.04947 -4.75111 0.631
H 2.61128 -3.20435 -3.67856 0.171
H 0.03815 -2.50242 -6.25877 0.341
H 0.94257 -3.77715 -5.44442 0.328
H 1.76256 -2.69211 -6.56822 0.409
```

---

[2]
Molecular formula: C43H53N3P
Method: DFT, ωB97M-V/def2-TZVPD

Values from the calculation:
Total charge: +1

```
100
Properties=species:S:1:pos:R:3:mulliken_charge:R:1
C -1.51681 -3.40397 1.99751 -1.040
C -0.16125 -3.16009 1.34226 2.980
C 0.38328 -4.38994 0.60259 -1.396
C 0.88577 -2.77280 2.40387 0.228
C 1.27619 -3.82013 3.25347 -0.283
C 2.26591 -3.66174 4.22653 -1.779
C 2.79079 -2.37353 4.37744 -1.000
C 2.37161 -1.30418 3.62780 0.595
C 3.10492 0.01167 3.99629 2.038
C 4.61221 -0.16726 3.87442 -1.453
C 2.74486 0.48609 5.40593 -1.169
C 1.37156 -1.45167 2.61231 0.526
N 0.70728 -0.30327 2.04491 0.666
P 0.49225 0.15714 0.41858 -0.068
H -1.22534 -0.82379 -1.07982 -0.865
N 0.76902 1.76144 1.05718 0.546
C 1.51758 2.90627 0.56168 1.060
C 1.26165 3.45376 -0.71560 0.402
C 0.30817 2.83061 -1.75855 2.548
C 1.05511 3.05784 -3.12598 -1.021
C -1.08326 3.43932 -1.64985 -1.422
C 1.78748 4.75843 -1.06346 -0.946
C 2.54834 5.47137 -0.15970 -1.463
C 2.83431 4.89648 1.07573 -1.188
C 2.42948 3.60375 1.40755 0.198
C 3.14566 3.05184 2.63322 1.889
C 2.81952 3.80312 3.91272 -1.332
C 4.64970 3.05699 2.39319 -1.375
C 0.30421 1.87349 2.35353 -0.737
C 0.27810 0.67808 2.93044 -0.733
H -1.80542 -2.57223 2.65623 0.314
H -2.29987 -3.49434 1.24956 -0.012
H -1.50060 -4.32674 2.58137 0.347
H -0.28033 -2.34177 0.61380 -1.806
H 1.30958 -4.10633 0.08634 0.375
H 0.62751 -5.20687 1.30555 0.390
H -0.34065 -4.75971 -0.13863 0.200
H 0.78854 -4.80461 3.17587 0.328
H 2.61053 -4.47286 4.80884 0.460
H 3.52942 -2.23771 5.15206 0.247
H 2.75706 0.77277 3.26611 -0.706
H 4.87014 -0.63549 2.92723 0.366
H 5.13936 0.80379 3.97103 0.310
H 4.96535 -0.81348 4.70436 0.397
H 1.67854 0.69817 5.52604 0.203
H 3.03059 -0.29783 6.15271 0.358
H 3.30695 1.41560 5.68130 0.376
H 0.25125 1.72904 -1.55991 -1.337
H 2.10679 2.69948 -2.98979 0.336
H 0.62000 2.56660 -4.04415 0.255
H 1.06358 4.19715 -3.31591 0.258
H -1.24832 3.81508 -0.64277 0.473
H -1.19580 4.26832 -2.35658 0.348
H -1.88395 2.75099 -1.84446 0.207
H 1.56162 5.21675 -2.05250 0.152
H 2.93557 6.45994 -0.45676 0.385
H 3.42422 5.48279 1.79598 0.274
H 2.80872 2.01573 2.75695 -0.955
H 1.75628 3.81743 4.15052 0.251
H 3.36076 3.37655 4.79521 0.333
H 3.14926 4.86642 3.82061 0.367
H 4.90009 2.57490 1.43348 0.348
H 4.98959 4.12146 2.34109 0.385
H 5.21538 2.56388 3.22602 0.410
H 0.11980 2.82465 2.77074 0.669
H 0.17919 0.40679 3.95323 0.763
C -1.15475 1.34397 -3.94555 -0.302
C -2.34001 0.47844 -3.81513 -1.169
N -3.45325 0.68839 -4.59784 0.051
C -3.60867 1.79098 -5.53155 -0.933
C -4.36525 -0.36074 -4.40636 -0.153
C -3.75748 -1.27744 -3.56032 1.146
C -4.28407 -2.58868 -3.55787 -0.095
C -5.44921 -2.84271 -4.32963 -1.027
C -6.06126 -1.86671 -5.11700 -0.612
C -5.51081 -0.58327 -5.18582 -1.082
C -2.56456 -0.69478 -3.02308 0.952
C -1.55494 -1.15964 -2.10007 -0.348
C -1.84568 -2.53725 -1.58537 1.668
C -2.93376 -2.74837 -0.64228 -0.386
C -3.40455 -4.06848 -0.43479 -0.649
C -2.80485 -5.14449 -1.11554 -0.513
C -1.76695 -4.92054 -2.07158 -0.987
C -1.25326 -3.65152 -2.22295 -0.314
H -0.59739 1.13044 -2.96699 -0.421
H -0.53723 0.88651 -4.81423 0.201
H -1.38895 2.45286 -4.06844 0.519
H -4.66804 1.85485 -5.87225 0.341
H -3.35213 2.72996 -5.02568 0.300
H -2.98614 1.71004 -6.44344 0.301
H -3.75774 -3.41128 -3.00972 0.438
H -5.85481 -3.87731 -4.31288 0.373
H -6.99879 -2.09919 -5.66553 0.338
H -5.86223 0.19576 -5.77869 0.367
H -0.47648 -0.99831 -2.58896 0.559
H -3.45397 -1.88063 -0.25809 0.343
H -4.26805 -4.18409 0.16159 0.621
H -3.24789 -6.16795 -1.05275 0.328
H -1.31062 -5.76858 -2.64587 0.316
H -0.35527 -3.46986 -2.87228 0.356
```

---

Number 1: HOMO energy -3.85 eV, E -2721.69422 hartree, LUMO energy 2.178 eV. Number 2: HOMO energy -9.27 eV, E -2175.57166 hartree, LUMO energy -4.964 eV.